The following is a quantum chemistry calculation of a single C20H36N2O6 molecule, from the OMol25 dataset.

Its total charge is 0. The value obtained for the energy above the lowest of the compared OMol25 structures with the same formula, charge and spin is 0.163 eV. The SMILES is CCOC(=O)CC(=O)NC(C)(C)CCCCC(C)(C)NC(=O)CC(=O)OCC.

Geometry as XYZ:
```
64
Properties=species:S:1:pos:R:3:forces:R:3:mulliken_charge:R:1
O 0.846 -1.757 2.063 0.48 0.03 0.07 -0.757
O -2.245 0.523 1.567 0.14 0.18 0.31 -0.244
O -2.890 -1.377 0.556 -0.14 0.09 -0.02 -0.638
O 3.115 0.643 -0.982 0.37 -0.21 -0.11 -0.682
O 1.693 2.639 2.724 0.30 -0.13 0.08 -0.383
O 0.052 2.486 1.210 -0.03 0.09 0.16 -0.635
N -0.631 -3.116 0.990 -0.15 -0.38 -0.26 0.026
N 0.933 1.299 -1.095 -0.47 0.19 -0.17 0.431
C 1.960 1.013 1.071 0.27 -0.05 -0.17 -0.403
C 0.289 -3.855 0.122 0.47 -0.15 -0.01 1.345
C 1.121 2.113 1.644 -0.07 -0.05 -0.10 0.700
C -1.501 -1.483 2.511 0.22 0.15 -0.11 -0.948
C 0.852 -1.145 -2.635 -0.29 0.10 0.06 -1.250
C 0.149 -1.820 -1.457 0.37 -0.21 -0.10 0.634
C 1.952 1.835 -3.279 -0.06 -0.15 0.09 -1.856
C 1.267 5.039 2.746 0.02 -0.42 0.02 -1.157
C -2.884 1.330 0.574 -0.35 0.22 -0.44 0.178
C -2.310 -0.792 1.441 -0.10 -0.31 0.08 0.784
C -0.284 -2.132 1.827 -0.75 0.07 0.34 0.498
C 0.683 1.431 -2.529 -0.08 -0.06 -0.46 1.342
C 0.996 3.690 3.396 -0.41 0.43 0.10 -0.201
C 1.302 -4.598 0.997 -0.13 0.12 -0.08 -1.928
C -4.345 1.578 0.918 0.36 -0.22 0.05 -1.483
C -0.361 2.542 -2.690 0.25 -0.15 0.06 -1.786
C 2.072 0.977 -0.462 -0.16 0.13 0.67 0.884
C -0.557 -4.862 -0.656 0.10 0.21 0.14 -1.887
C 0.111 0.114 -3.101 0.28 0.04 0.05 -1.360
C 1.032 -2.901 -0.835 -0.33 0.12 0.11 -1.322
H -4.427 2.035 1.901 -0.04 0.08 0.07 0.309
H -1.280 -4.355 -1.291 -0.12 0.03 -0.11 0.444
H 1.710 2.047 -4.318 -0.11 0.05 -0.11 0.491
H -0.618 2.667 -3.738 -0.05 -0.02 -0.11 0.429
H -0.087 -1.070 -0.700 -0.09 0.01 0.00 -0.711
H -1.157 -0.761 3.250 0.03 -0.15 -0.06 0.340
H 2.010 -5.133 0.371 0.10 -0.09 -0.10 0.431
H -0.796 -2.246 -1.803 -0.11 0.05 0.02 0.527
H 1.846 -3.890 1.615 0.08 0.01 0.03 0.434
H -0.941 0.028 -2.817 -0.11 0.02 -0.03 0.430
H -1.094 -5.513 0.030 -0.07 -0.08 0.07 0.464
H 1.368 3.665 4.422 -0.06 -0.05 -0.12 0.360
H 1.870 -0.889 -2.348 0.13 -0.03 -0.04 0.495
H 2.383 2.727 -2.831 0.09 0.09 0.03 0.381
H -1.269 2.301 -2.140 -0.15 -0.03 0.07 0.360
H 2.336 5.234 2.718 0.08 0.07 0.01 0.314
H 0.171 1.607 -0.502 0.17 -0.02 0.09 -0.118
H -4.784 2.242 0.180 -0.07 0.08 -0.07 0.438
H -4.893 0.639 0.918 -0.08 -0.03 -0.02 0.335
H 2.697 1.048 -3.241 0.07 0.01 -0.05 0.380
H 1.842 -2.413 -0.292 0.09 -0.03 -0.03 0.389
H 1.478 -3.504 -1.628 0.09 -0.07 -0.03 0.627
H 0.914 -1.860 -3.459 0.07 -0.04 0.00 0.608
H 0.794 -5.310 1.644 -0.05 -0.11 0.05 0.400
H 0.777 5.824 3.316 -0.04 0.11 0.06 0.388
H -2.310 2.259 0.569 -0.04 -0.16 -0.03 0.328
H 0.880 5.048 1.730 -0.03 0.05 -0.05 0.301
H -2.803 0.824 -0.393 0.07 0.12 0.11 0.111
H 1.531 0.052 1.387 0.00 0.13 0.03 -0.214
H 0.149 0.188 -4.189 -0.10 0.07 -0.07 0.516
H 0.081 -5.477 -1.285 0.07 -0.04 -0.06 0.430
H 0.030 3.485 -2.314 0.04 0.12 0.03 0.377
H 2.967 1.065 1.488 -0.10 -0.03 -0.13 0.303
H -1.612 -3.185 0.754 0.03 0.12 0.11 0.383
H -2.101 -2.262 2.982 -0.07 0.06 -0.03 0.369
H -0.076 3.469 3.381 0.18 0.01 0.09 0.245
```
Positions in Å, forces in eV/Å.